[1]
{
  "formula": "C15H23AlBrNNaO4PSb",
  "method": "the ωB97M-V functional and the def2-TZVPD basis",
  "homo_ev": -15.8,
  "total_energy_ev": -122453.1445,
  "charge": 3,
  "species": ["N", "P", "Sb", "C", "C", "C", "Br", "H", "H", "H", "H", "H", "H", "H", "H", "H", "H", "H", "H", "H", "C", "C", "C", "O", "C", "C", "C", "O", "O", "O", "H", "H", "H", "H", "Na", "C", "C", "C", "C", "C", "C", "H", "H", "H", "H", "H", "H", "Al"],
  "positions_angstrom": [[-1.555987, -0.839207, 1.396174], [-0.919662, 0.192135, 0.434918], [-2.204429, -0.202917, -1.959390], [-0.863932, 1.408015, -2.922576], [-0.593346, 1.007181, -4.370980], [0.897775, 0.914301, -4.653625], [1.594859, -0.703287, -3.866036], [-0.862653, -1.539850, 1.713312], [0.493371, -0.017201, 0.326184], [-1.197856, 1.497016, 0.973678], [-0.969556, -1.366332, -2.364494], [-3.095788, -1.420215, -1.150511], [-3.309444, 1.028199, -1.385969], [-3.070588, -0.352109, -3.422004], [-1.483630, 2.329607, -2.894556], [0.096745, 1.590264, -2.428908], [-1.015308, 0.014998, -4.524454], [-1.089359, 1.625902, -5.124806], [1.102789, 0.925968, -5.714833], [1.459575, 1.722243, -4.202685], [1.629878, -3.536327, -0.285283], [2.711794, -4.202998, -0.750247], [3.656485, -4.939638, 0.185384], [4.584178, -5.512813, -0.332648], [3.383359, -4.894154, 1.608756], [2.307047, -4.229815, 2.058521], [1.366138, -3.519465, 1.120483], [0.390907, -2.938928, 1.611957], [2.001286, -4.154988, 3.341360], [3.026892, -4.266876, -2.010991], [0.942510, -3.018992, -0.943604], [4.065640, -5.407631, 2.271715], [1.180519, -3.646612, 3.432058], [3.841365, -4.815715, -2.075549], [1.593664, 1.570263, -1.055861], [-1.664195, 3.701006, 2.155261], [-1.038004, 4.846663, 2.627171], [-0.825470, 4.984835, 3.985795], [-1.226488, 3.972635, 4.874369], [-1.843756, 2.828096, 4.404052], [-2.071055, 2.686447, 3.042547], [-1.858735, 3.587441, 1.091033], [-0.726440, 5.626143, 1.946068], [-0.351052, 5.877224, 4.369431], [-1.053932, 4.093633, 5.934636], [-2.155180, 2.055462, 5.092353], [-2.574517, 1.799770, 2.671604], [-2.706412, 3.640624, -4.228809]],
  "forces_ev_per_angstrom": [[0.08, 0.30, 0.54], [0.87, 0.00, 2.05], [-1.87, -0.98, -2.34], [-0.72, 0.16, -0.16], [0.39, -0.61, 0.49], [-0.25, 0.24, -0.31], [0.25, -0.05, 0.34], [-0.24, -1.08, -0.34], [-0.13, 0.25, -0.19], [-0.13, 0.33, -0.29], [0.34, 0.35, 0.26], [0.10, 0.16, 0.29], [0.48, 0.20, 0.39], [0.24, 0.09, 0.09], [0.46, -0.24, 0.68], [-0.39, 0.25, -0.10], [-0.02, -0.16, -0.37], [0.00, 0.33, 0.01], [0.17, -0.32, -0.17], [0.03, 0.29, -0.06], [0.05, 0.19, -0.03], [-0.27, 0.11, 0.18], [-0.06, -0.03, 0.38], [0.07, 0.02, -0.25], [0.02, 0.02, -0.04], [0.10, -0.18, -0.14], [-0.01, -0.07, -0.20], [0.02, 0.45, 0.17], [-0.04, 0.08, 0.10], [0.16, -0.02, -0.22], [-0.03, -0.11, -0.06], [-0.03, -0.01, 0.04], [-0.10, -0.03, 0.07], [0.00, -0.05, 0.00], [0.92, -0.02, -0.06], [0.01, -0.52, -0.22], [0.19, -0.01, 0.03], [-0.02, -0.09, 0.09], [0.06, 0.13, -0.08], [0.03, -0.09, 0.02], [0.17, -0.03, -0.27], [-0.23, 0.17, 0.01], [-0.04, 0.04, 0.00], [-0.02, 0.02, 0.03], [0.00, 0.03, 0.02], [-0.03, -0.01, 0.02], [-0.17, 0.07, 0.05], [-0.41, 0.43, -0.47]]
}



[2]
{
  "formula": "C15H23Cl2PRh",
  "method": "the ωB97M-V functional and the def2-TZVPD basis",
  "homo_ev": [-1.8, -5.0],
  "total_energy_ev": -53267.4857,
  "s_squared": 6.015,
  "de_lowest_kj_mol": 15.3,
  "charge": -1,
  "multiplicity": 5,
  "species": ["Rh", "Cl", "Cl", "C", "H", "H", "C", "C", "H", "C", "H", "C", "H", "H", "C", "H", "H", "C", "H", "H", "H", "H", "C", "P", "C", "C", "C", "C", "C", "C", "C", "H", "H", "H", "H", "H", "H", "H", "H", "H", "H", "H"],
  "positions_angstrom": [[-0.443321, 1.078153, -0.136330], [0.823333, 2.681732, -1.261767], [-1.851035, 0.028198, 1.645755], [-2.002356, 2.194688, -0.174305], [-2.705234, 2.059613, 0.628182], [-1.966823, 3.197815, -0.587308], [-1.496850, -0.247108, -1.255237], [-2.134711, 1.035135, -1.359671], [-1.820420, -0.941758, -0.470552], [-2.145615, 1.870153, -2.701659], [-3.154864, 0.609850, -1.224751], [-2.118485, 0.952935, -3.916521], [-3.035640, 2.491510, -2.649473], [-1.274041, 2.557700, -2.708777], [-1.090365, -0.156767, -3.742608], [-3.127708, 0.574036, -4.027567], [-1.891715, 1.546637, -4.804387], [-1.398514, -1.061382, -2.526069], [-1.093800, -0.776689, -4.666346], [-0.084976, 0.280837, -3.574790], [-2.410370, -1.464398, -2.638650], [-0.721860, -1.914510, -2.517187], [1.187867, 1.704735, 2.402572], [1.295300, 0.430239, 1.107842], [2.907329, 0.653718, 0.307884], [1.478564, -1.156181, 2.026644], [2.628342, -1.947503, 1.865660], [2.821067, -3.067044, 2.681343], [1.848697, -3.425479, 3.630664], [0.690775, -2.652281, 3.757957], [0.524464, -1.519177, 2.983494], [1.041911, 2.671086, 1.900725], [2.145183, 1.662059, 2.936010], [0.342428, 1.467508, 3.064612], [3.658906, 0.579332, 1.104998], [3.032484, -0.145608, -0.435987], [2.904279, 1.638540, -0.180210], [3.385544, -1.670780, 1.123669], [3.721347, -3.659323, 2.560776], [2.014790, -4.298626, 4.266314], [-0.091737, -2.949746, 4.468599], [-0.392166, -0.911846, 3.096450]],
  "forces_ev_per_angstrom": [[4.09, -2.22, 1.61], [1.17, 1.30, -1.00], [-0.95, -0.55, 1.74], [-3.13, 1.07, -1.31], [-0.26, 0.15, 0.06], [-0.03, 0.02, -0.14], [1.90, -3.84, -1.55], [-4.83, 3.37, -1.21], [-0.17, 0.70, -0.19], [1.03, -0.76, 0.85], [-0.72, 1.10, 0.20], [0.16, 0.66, 0.35], [-0.15, 0.03, -0.19], [-0.42, -0.50, 0.04], [0.05, -0.80, -0.19], [-0.23, -0.55, -0.27], [-0.03, -0.05, -0.16], [-0.17, 1.40, -0.72], [0.29, 0.32, 0.42], [-0.41, -0.14, -0.29], [-0.25, -0.34, -0.42], [0.18, 0.05, 0.38], [0.72, -0.26, 0.34], [0.76, -0.70, 0.56], [0.22, -0.02, 0.60], [0.61, 0.52, 0.14], [-0.17, -0.06, 0.22], [-0.57, 0.10, 0.05], [0.36, 0.12, -0.32], [0.23, -0.54, 0.23], [-0.55, 0.37, 0.09], [0.06, -0.27, 0.25], [-0.17, 0.40, 0.36], [0.30, 0.15, -0.28], [0.28, 0.09, -0.43], [0.08, 0.34, 0.15], [0.05, -0.41, 0.15], [-0.30, -0.21, 0.38], [-0.05, -0.02, 0.07], [-0.11, 0.23, -0.21], [0.39, 0.20, -0.27], [0.76, -0.45, -0.10]]
}